(1)
{"formula": "C4N4O", "method": "wB97M-V/def2-TZVPD", "elements": ["O", "N", "N", "N", "N", "C", "C", "C", "C"], "xyz": [[-0.639, 0.858, 1.225], [0.706, -2.407, 1.457], [1.051, 2.153, -1.627], [0.719, 0.755, 0.334], [-1.462, -0.530, -1.707], [0.740, 1.445, -0.766], [-0.307, -0.272, 0.546], [0.134, -1.453, 1.220], [-0.942, -0.548, -0.682]], "forces_ev_per_a": [[-5.69, 0.84, 4.18], [0.29, -1.03, 0.66], [-0.03, 1.23, -1.66], [2.62, -0.97, -3.91], [0.17, -0.32, 0.20], [1.80, -0.99, 2.08], [2.57, 1.53, 0.29], [0.45, -0.14, 0.01], [-2.19, -0.16, -1.83]], "lowdin_charge": [0.114, 0.233, 0.242, 0.187, 0.257, -0.281, -0.536, -0.096, -0.120], "e_tot_ev": -12146.503, "e_homo_ev": [-9.448, -12.190], "relative_energy_ev": 0.667, "charge": 0, "spin_multiplicity": 3, "s2": 2.0321}

(2)
{"formula": "C38H79Cl25N2O4PS2", "method": "wB97M-V/def2-TZVPD", "elements": ["Cl", "Cl", "Cl", "Cl", "Cl", "Cl", "Cl", "Cl", "Cl", "Cl", "Cl", "Cl", "Cl", "Cl", "Cl", "Cl", "Cl", "Cl", "Cl", "Cl", "Cl", "Cl", "Cl", "Cl", "Cl", "S", "S", "P", "O", "O", "O", "O", "N", "N", "C", "C", "C", "C", "C", "C", "C", "C", "C", "C", "C", "C", "C", "C", "C", "C", "C", "C", "C", "C", "C", "C", "C", "C", "C", "C", "C", "C", "C", "C", "C", "C", "C", "C", "C", "C", "C", "C", "H", "H", "H", "H", "H", "H", "H", "H", "H", "H", "H", "H", "H", "H", "H", "H", "H", "H", "H", "H", "H", "H", "H", "H", "H", "H", "H", "H", "H", "H", "H", "H", "H", "H", "H", "H", "H", "H", "H", "H", "H", "H", "H", "H", "H", "H", "H", "H", "H", "H", "H", "H", "H", "H", "H", "H", "H", "H", "H", "H", "H", "H", "H", "H", "H", "H", "H", "H", "H", "H", "H", "H", "H", "H", "H", "H", "H", "H", "H"], "xyz": [[0.613, -10.154, 3.125], [-4.889, -4.480, 7.395], [7.956, 3.575, -0.327], [-8.646, -8.060, -3.443], [-8.673, -6.077, -6.285], [4.995, 0.360, 1.176], [6.754, 4.543, -3.235], [1.227, 4.437, 1.815], [-6.503, -7.846, -0.846], [6.980, -3.196, 3.078], [2.252, 7.069, -1.463], [4.280, 5.330, -5.408], [-1.289, -4.235, 0.583], [-4.113, -2.614, -2.222], [-5.555, 6.178, -1.503], [10.392, 4.116, 1.986], [-5.835, -4.328, -5.587], [0.881, 7.337, 3.511], [-0.455, 5.011, -1.614], [4.657, 3.200, 2.967], [-2.899, 8.287, -1.422], [-2.091, -2.814, 6.379], [-0.720, -7.847, 5.254], [-6.980, -4.328, -1.583], [4.724, -3.744, 0.597], [0.671, -4.628, 0.216], [3.995, -0.214, -3.431], [3.106, 0.033, -1.739], [1.165, 1.906, -2.301], [-4.600, 0.463, 0.467], [0.830, -5.893, -0.424], [1.340, -4.553, 1.483], [-3.051, 2.150, 0.006], [1.391, 0.595, -1.839], [0.215, -7.529, 3.768], [4.464, 0.484, 2.878], [-0.247, 1.564, -0.137], [-0.102, 5.869, 3.719], [6.620, 6.047, -4.182], [0.709, 4.616, 3.516], [0.477, -0.279, -2.670], [-8.154, -8.526, -0.806], [-2.331, 1.938, 1.247], [4.337, 3.529, -1.076], [-4.262, -4.194, -1.396], [-5.410, 7.673, -0.543], [2.806, 3.364, -1.029], [-1.113, 1.058, 1.032], [-3.943, 1.085, -0.341], [0.845, 0.549, -0.386], [-2.158, -4.325, 7.329], [8.335, 2.557, 1.089], [-3.323, -5.194, 6.934], [-5.385, -5.026, -1.953], [-8.500, -9.219, -2.098], [-8.443, -4.893, -4.970], [4.993, -4.765, 2.036], [-3.999, 0.803, -1.818], [5.182, 6.460, -4.363], [0.536, 7.550, -1.327], [2.273, 2.815, -2.364], [-4.620, 8.736, -1.260], [4.767, 4.793, -0.282], [3.661, 1.735, 3.116], [5.373, -3.947, 3.242], [0.242, -2.684, -1.701], [0.777, -1.760, -2.825], [-0.043, -8.554, 2.696], [8.798, 3.373, 2.267], [-0.288, 6.500, -0.635], [1.330, -3.320, -0.835], [-7.519, -3.773, -5.369], [-0.505, -2.161, -1.109], [-7.752, -9.958, -2.370], [0.446, -8.244, 1.773], [-8.069, -5.427, -4.100], [8.895, 2.730, 3.141], [2.480, 2.779, -0.167], [5.247, 5.480, -0.972], [9.085, 1.831, 0.787], [5.758, -5.493, 1.784], [3.251, 1.722, 4.125], [5.406, -4.588, 4.121], [0.144, 6.206, 0.317], [-4.368, 1.701, -2.313], [8.094, 4.169, 2.499], [-4.952, 7.414, 0.408], [1.838, 3.673, -2.873], [-1.455, 0.056, 0.745], [7.157, 6.821, -3.636], [-3.337, -5.373, 5.863], [3.848, 0.889, -0.929], [4.060, -5.292, 2.230], [-3.249, -6.154, 7.443], [-4.656, 9.665, -0.694], [-5.308, -5.125, -3.033], [-8.190, -9.232, 0.021], [1.602, 4.607, 4.136], [-5.009, 8.923, -2.257], [-2.011, 2.881, 1.689], [0.462, 0.185, -3.651], [-1.228, -4.859, 7.141], [-6.419, 8.033, -0.356], [5.352, 0.448, 3.504], [5.491, 4.513, 0.473], [-1.107, -8.668, 2.504], [4.835, 2.691, -0.585], [-0.929, 1.636, -0.976], [-7.835, -3.309, -6.299], [1.701, 0.703, 0.276], [-0.085, -6.544, 3.413], [-0.531, -0.166, -2.280], [0.509, 8.473, -0.750], [-4.397, -4.000, -0.335], [3.920, 5.235, 0.231], [-2.200, -4.057, 8.381], [-4.715, 0.011, -2.002], [-8.842, -7.711, -0.596], [-0.933, 5.921, 3.019], [2.836, 1.822, 2.409], [-3.028, 0.506, -2.203], [-3.318, -4.717, -1.539], [-0.520, 0.928, 1.938], [-9.461, -9.720, -1.998], [-2.953, 1.464, 2.011], [2.408, 4.364, -0.885], [3.074, 2.512, -3.036], [3.021, -1.203, -1.086], [7.120, 5.887, -5.134], [0.216, -2.058, -3.708], [-3.521, 3.046, 0.009], [2.120, -3.746, -1.444], [-1.299, 6.875, -0.464], [3.857, -0.395, 3.090], [-0.500, 5.886, 4.732], [0.166, 7.756, -2.328], [4.652, -3.153, 3.420], [4.698, 3.547, -2.099], [-5.366, -6.028, -1.511], [0.464, -0.446, -0.174], [5.137, 7.439, -4.837], [1.809, -2.014, -3.055], [-7.505, -3.016, -4.586], [1.268, -7.491, 4.037], [0.158, 2.531, 0.142], [7.421, 2.024, 1.350], [-9.424, -4.487, -4.730], [1.696, -2.593, -0.115], [4.661, 6.514, -3.409], [0.106, 3.743, 3.764], [-0.300, -3.502, -2.175]], "forces_ev_per_a": [[-0.02, 0.00, 0.01], [0.01, 0.03, -0.03], [0.13, -0.11, 0.02], [0.01, -0.11, -0.04], [0.02, 0.03, 0.01], [0.15, -0.10, 0.16], [0.20, 0.03, -0.19], [0.08, -0.17, 0.09], [-0.17, -0.42, 0.20], [-0.03, 0.06, -0.02], [0.01, 0.00, -0.03], [-0.04, -0.04, 0.05], [0.10, 0.13, -0.28], [0.13, -0.04, 0.03], [0.04, -0.03, 0.02], [-0.01, 0.03, -0.01], [0.02, 0.00, -0.05], [-0.01, 0.00, -0.07], [-0.02, -0.05, 0.02], [-0.01, 0.04, -0.02], [-0.22, 0.19, -0.13], [0.00, 0.02, 0.00], [-0.01, 0.00, 0.06], [-0.03, 0.03, -0.02], [-0.01, 0.11, -0.13], [2.28, -1.47, 1.03], [-0.41, 0.15, 0.23], [2.28, -0.77, -2.51], [0.04, -0.10, -0.76], [0.96, 0.36, -0.40], [-1.00, 0.21, -0.87], [-0.43, 0.83, 0.20], [0.23, -0.09, 0.22], [-1.21, -0.32, 2.05], [0.01, 0.20, -0.08], [-0.09, -0.13, 0.15], [-0.32, -0.52, 0.88], [-0.05, 0.05, 0.06], [0.02, 0.08, -0.04], [-0.04, -0.09, 0.15], [0.16, 0.01, -1.12], [-0.15, -0.08, 0.10], [0.06, -0.14, 1.09], [-0.21, 0.18, 1.15], [0.02, -0.13, 0.07], [-0.06, 0.02, 0.06], [0.47, -0.18, -0.54], [0.20, -0.35, -0.85], [-0.89, -0.43, 0.19], [0.40, 0.29, 0.18], [0.11, -0.10, 0.06], [-0.06, -0.11, 0.03], [-0.01, -0.10, -0.03], [0.14, -0.21, -0.03], [-0.04, -0.01, 0.01], [-0.03, -0.01, 0.01], [-0.13, -0.19, 0.10], [-0.68, 0.06, 0.29], [0.01, 0.12, 0.03], [-0.08, 0.07, -0.05], [0.41, 1.28, 0.32], [-0.11, 0.11, 0.00], [0.12, -0.74, -0.44], [-0.08, 0.04, 0.06], [-0.01, 0.00, 0.08], [0.11, -0.25, -0.50], [-0.32, -0.75, 0.62], [0.01, 0.00, -0.10], [-0.02, -0.01, 0.09], [-0.15, 0.04, 0.19], [-1.52, 1.00, 0.24], [-0.11, 0.14, 0.05], [0.01, 0.01, 0.21], [0.05, 0.05, -0.02], [0.03, 0.03, 0.02], [0.04, -0.02, -0.02], [0.01, -0.03, -0.02], [0.06, -0.13, 0.04], [-0.06, 0.38, 0.17], [0.05, 0.06, -0.03], [0.07, 0.08, -0.04], [0.05, -0.04, 0.03], [0.02, -0.04, -0.02], [0.08, 0.06, -0.07], [0.32, 0.12, -0.23], [0.01, 0.03, -0.05], [0.03, -0.02, -0.02], [-0.38, -0.16, -0.16], [-0.13, -0.11, 0.17], [-0.04, -0.01, 0.06], [-0.02, 0.04, -0.01], [-0.89, 0.35, 0.45], [-0.05, 0.08, -0.02], [0.03, 0.02, 0.04], [0.04, -0.02, 0.04], [-0.03, 0.06, -0.02], [0.07, -0.04, -0.03], [0.05, 0.08, -0.06], [0.04, -0.08, -0.04], [-0.03, 0.28, -0.31], [0.29, 0.10, -0.06], [-0.02, -0.02, -0.05], [-0.01, 0.01, -0.05], [0.06, 0.04, -0.07], [0.17, 0.15, 0.06], [-0.01, -0.04, 0.06], [-0.02, -0.26, -0.17], [0.17, 0.32, -0.26], [0.04, -0.06, -0.05], [0.04, 0.13, 0.07], [-0.02, -0.01, -0.03], [0.01, 0.23, 0.29], [0.02, -0.03, 0.05], [-0.06, 0.09, -0.01], [-0.06, 0.27, -0.07], [-0.06, 0.07, -0.02], [-0.07, -0.11, 0.02], [0.05, 0.07, -0.05], [0.02, 0.00, -0.03], [0.03, 0.04, -0.03], [0.15, 0.23, -0.08], [-0.02, 0.00, -0.07], [-0.08, 0.15, 0.21], [-0.03, 0.05, 0.02], [-0.15, -0.01, -0.03], [-0.40, -0.05, 0.00], [-0.04, -0.71, 0.08], [-0.68, 0.38, 0.57], [-0.06, -0.06, -0.03], [0.02, 0.23, -0.24], [-0.05, 0.04, -0.36], [0.14, -0.34, 0.21], [0.28, -0.15, -0.04], [-0.02, 0.00, -0.06], [0.04, -0.02, 0.02], [0.04, -0.05, -0.03], [-0.01, 0.01, -0.03], [-0.06, 0.16, -0.09], [0.11, 0.55, -0.13], [0.13, -0.26, -0.40], [0.02, -0.02, -0.05], [0.16, 0.31, -0.11], [0.03, -0.05, 0.05], [0.00, -0.08, 0.05], [0.03, 0.22, -0.44], [-0.03, 0.05, 0.02], [0.00, 0.03, -0.03], [0.39, -0.12, 0.11], [-0.01, -0.04, 0.00], [-0.05, 0.01, -0.06], [-0.09, -0.03, -0.12]], "lowdin_charge": [0.551, 0.543, 0.574, 0.574, 0.535, 0.600, 0.587, 0.636, 0.606, 0.545, 0.604, 0.538, 0.469, 0.571, 0.535, 0.555, 0.551, 0.567, 0.604, 0.604, 0.617, 0.516, 0.543, 0.571, 0.547, 0.318, 0.300, 0.471, -0.107, 0.105, -0.314, -0.371, 0.024, -0.326, -0.666, -0.609, -0.184, -0.657, -0.623, -0.616, -0.109, -0.625, -0.213, -0.260, -0.662, -0.660, -0.218, -0.165, -0.480, -0.130, -0.663, -0.646, -0.681, -0.684, -0.647, -0.688, -0.636, -0.019, -0.655, -0.642, -0.188, -0.629, -0.140, -0.655, -0.661, -0.251, -0.167, -0.666, -0.672, -0.681, -0.279, -0.647, 0.075, 0.070, 0.066, -0.008, 0.073, 0.067, 0.042, 0.072, 0.075, 0.081, 0.078, -0.007, 0.093, 0.062, 0.067, 0.116, 0.115, 0.080, 0.060, -0.074, 0.067, 0.072, 0.077, 0.022, 0.075, 0.069, 0.073, 0.115, 0.143, 0.062, 0.077, 0.077, 0.001, 0.070, 0.052, 0.104, 0.068, 0.100, 0.059, 0.126, 0.080, 0.064, 0.035, 0.069, 0.034, 0.072, 0.065, 0.036, 0.062, 0.046, 0.120, 0.076, 0.118, 0.027, 0.085, -0.005, 0.071, 0.132, 0.134, 0.114, -0.022, 0.073, 0.079, 0.067, 0.056, 0.041, -0.036, 0.109, 0.077, 0.071, 0.064, 0.068, 0.053, 0.025, 0.080, 0.069, 0.035, 0.073, 0.112], "e_tot_ev": -395872.011, "e_homo_ev": -11.793, "charge": 1}

(3)
{"formula": "C4H6N2", "method": "wB97M-V/def2-TZVPD", "elements": ["N", "N", "C", "C", "C", "C", "H", "H", "H", "H", "H", "H"], "xyz": [[0.048, -0.519, 0.467], [-0.583, -1.429, -0.431], [0.631, 0.036, -0.739], [-0.835, 0.199, 1.349], [1.463, 0.987, -1.110], [-0.010, -1.031, -1.561], [1.698, 1.019, -2.162], [-1.625, 0.745, 0.819], [-0.227, 0.929, 1.899], [1.910, 1.721, -0.466], [-1.210, -2.165, -0.140], [-1.260, -0.492, 2.075]], "forces_ev_per_a": [[0.50, -0.16, 0.90], [0.25, 0.65, -0.45], [-0.18, -0.37, -0.18], [0.25, 0.83, 0.10], [-0.13, 0.09, 0.20], [-0.61, -0.82, -0.54], [0.03, 0.03, -0.09], [-0.09, -0.10, 0.01], [-0.19, -0.18, -0.06], [0.07, 0.16, 0.29], [0.15, -0.12, -0.17], [-0.05, -0.01, -0.02]], "lowdin_charge": [-0.139, -0.002, -0.362, -0.084, 0.087, -0.010, 0.063, 0.085, 0.088, 0.058, 0.138, 0.078], "e_tot_ev": -7220.709, "e_homo_ev": -8.339, "relative_energy_ev": 4.882, "charge": 0}

(4)
{"formula": "C3H7OP", "method": "wB97M-V/def2-TZVPD", "elements": ["P", "O", "C", "C", "C", "H", "H", "H", "H", "H", "H", "H"], "xyz": [[-1.262, 0.488, -0.609], [-1.490, 0.569, 0.841], [0.524, -2.112, 0.522], [1.307, -0.157, -1.057], [1.096, -1.100, -0.361], [1.864, 0.640, -1.420], [1.295, -2.473, 1.219], [-0.253, -1.638, 1.047], [-0.029, -2.788, -0.095], [-0.768, 3.209, 0.249], [-0.778, 1.913, -0.796], [-1.507, 3.448, 0.459]], "forces_ev_per_a": [[0.13, 1.31, -0.72], [-0.29, -0.52, 1.09], [1.17, 0.48, -0.68], [0.83, 0.59, -0.17], [-1.02, -1.21, 1.15], [0.29, 0.99, -0.86], [-0.54, -0.42, -0.42], [-0.86, 0.92, 1.23], [0.29, -1.28, -0.20], [-1.82, 0.86, 0.69], [0.09, -1.37, -0.81], [1.74, -0.36, -0.30]], "lowdin_charge": [0.757, -0.588, -0.087, -0.006, -0.224, 0.032, 0.101, 0.035, 0.082, 0.003, -0.158, 0.053], "e_tot_ev": -14556.511, "e_homo_ev": -8.932, "relative_energy_ev": 3.709, "charge": 0}

(5)
{"formula": "ArH14O7Xe", "method": "wB97M-V/def2-TZVPD", "elements": ["Xe", "Ar", "O", "O", "O", "O", "O", "O", "O", "H", "H", "H", "H", "H", "H", "H", "H", "H", "H", "H", "H", "H", "H"], "xyz": [[-4.267, 1.332, 12.373], [-5.803, -1.684, 11.312], [-6.308, -0.152, 15.126], [-2.278, 2.155, 9.506], [0.094, 1.760, 10.816], [-8.450, 1.076, 13.666], [-1.826, -1.103, 13.280], [-3.468, 4.513, 10.944], [-6.301, 4.532, 11.850], [-0.786, 1.570, 10.491], [-3.176, 1.984, 9.223], [-1.738, 1.894, 8.761], [-8.773, 0.343, 13.142], [0.568, 2.085, 10.050], [-1.923, -0.251, 13.705], [-5.646, 0.407, 15.533], [-5.380, 4.295, 11.960], [-6.597, 4.009, 11.106], [-3.027, 4.988, 11.648], [-7.645, 0.747, 14.067], [-2.759, 4.098, 10.453], [-5.818, -0.909, 14.806], [-1.319, -0.920, 12.489]], "forces_ev_per_a": [[-0.01, 0.14, 0.07], [-0.07, -0.14, -0.04], [-0.15, 0.00, 0.03], [0.02, 0.13, 0.02], [0.41, -0.18, 0.29], [-0.37, 0.35, -0.28], [-0.14, -0.30, 0.12], [-0.25, 0.10, 0.05], [-0.34, 0.18, 0.29], [-0.43, 0.06, 0.13], [-0.40, -0.10, 0.03], [0.11, 0.03, -0.42], [-0.12, -0.13, -0.10], [0.24, 0.10, -0.08], [0.03, 0.22, 0.11], [0.14, 0.23, 0.15], [0.33, -0.02, -0.20], [-0.08, -0.10, -0.14], [0.11, 0.22, 0.19], [0.39, -0.23, 0.32], [0.27, -0.34, -0.20], [0.11, -0.27, -0.14], [0.20, 0.05, -0.21]], "lowdin_charge": [0.324, 0.003, -0.069, -0.086, -0.057, -0.067, -0.096, -0.086, -0.078, -0.026, 0.048, 0.059, 0.022, 0.030, -0.017, 0.042, -0.051, 0.026, 0.049, -0.034, 0.005, 0.039, 0.023], "e_tot_ev": -37876.091, "e_homo_ev": -10.673, "relative_energy_ev": 0.244, "charge": 0}

(6)
{"formula": "C5H12N2", "method": "wB97M-V/def2-TZVPD", "elements": ["N", "N", "C", "C", "C", "C", "C", "H", "H", "H", "H", "H", "H", "H", "H", "H", "H", "H", "H"], "xyz": [[-0.201, 0.469, 1.428], [-1.930, -1.845, 1.248], [-0.896, -1.649, 0.222], [1.157, 2.320, -0.857], [-0.352, -0.194, 0.130], [0.959, -0.249, -0.677], [1.531, 1.055, -1.145], [0.823, -0.726, -1.665], [0.752, 0.442, 1.770], [1.213, 3.168, -1.542], [-1.099, 0.383, -0.416], [0.730, 2.649, 0.093], [2.328, 1.089, -1.886], [-1.301, -1.775, -0.787], [1.686, -0.772, -0.046], [-2.568, -2.562, 0.946], [-0.343, 1.449, 1.219], [-0.060, -2.276, 0.540], [-2.428, -0.977, 1.427]], "forces_ev_per_a": [[-0.14, 0.38, -0.33], [0.28, 0.57, -0.17], [-0.08, 1.21, 0.75], [-0.44, -0.12, 0.67], [0.22, -0.58, 0.08], [0.26, 0.57, 0.02], [-0.07, 2.37, 0.04], [-0.04, -0.63, 0.71], [0.07, -0.39, 0.04], [1.13, -0.32, 0.07], [-0.03, 0.12, -0.12], [-0.71, -0.52, -0.39], [-0.49, -0.89, -0.61], [0.45, -0.87, -0.03], [0.06, -0.40, -0.38], [-0.30, -0.01, 0.02], [-0.14, 0.12, 0.40], [0.00, -0.36, -0.79], [-0.01, -0.25, 0.00]], "lowdin_charge": [0.048, -0.014, -0.257, -0.011, -0.411, -0.185, -0.174, 0.125, 0.077, 0.052, 0.136, 0.038, 0.091, 0.109, 0.118, 0.051, 0.044, 0.106, 0.055], "e_tot_ev": -8358.062, "e_homo_ev": -8.967, "relative_energy_ev": 2.075, "charge": 0, "smiles": "C=CC[C@H](N)CN"}